Molecular formula: C19H25NO
Method: DFT, wB97M-V/def2-TZVPD

ORCA input file:
```
! wB97M-V def2-TZVPD RIJCOSX def2/J DEFGRID3
* xyz 0 1
C -1.75826 0.38357 -0.90484
C -2.50351 0.01983 0.37359
N -2.32302 -1.37044 0.76006
C -2.74459 -2.35443 -0.21671
C -4.23109 -2.33237 -0.59477
C -2.76252 -1.64567 2.11740
C -1.57407 -1.86597 3.07234
O -0.80727 -0.70214 3.27984
C 0.14277 -0.33131 2.37297
C 0.61685 -1.10747 1.32143
C 1.59318 -0.60630 0.48084
C 2.12077 0.66526 0.65598
C 3.12506 1.20533 -0.32871
C 2.47252 1.34534 -1.67949
C 1.39694 2.21143 -1.83904
C 0.76049 2.32692 -3.06036
C 1.18982 1.57537 -4.14178
C 2.25875 0.71004 -3.99256
C 2.89415 0.59517 -2.76771
C 1.65324 1.42962 1.71599
C 0.68412 0.93940 2.56703
H -0.72442 0.05588 -0.84155
H -2.21927 -0.06357 -1.78153
H -1.76906 1.46309 -1.03147
H -2.09758 0.62620 1.18691
H -3.57148 0.28117 0.26406
H -2.49199 -3.33850 0.18937
H -2.14196 -2.20904 -1.11590
H -4.85736 -2.42196 0.29062
H -4.48632 -1.40811 -1.10655
H -4.45213 -3.16371 -1.25929
H -3.37303 -2.55303 2.15183
H -3.36852 -0.82088 2.51087
H -1.96265 -2.12281 4.06312
H -0.95347 -2.69427 2.71648
H 0.21480 -2.08745 1.12642
H 1.94293 -1.21516 -0.34121
H 3.48514 2.17923 0.01074
H 3.98038 0.52952 -0.40110
H 1.05704 2.79256 -0.99377
H -0.07394 3.00430 -3.17121
H 0.69254 1.66443 -5.09653
H 2.59918 0.12041 -4.83170
H 3.72843 -0.08418 -2.65886
H 2.04888 2.42233 1.87931
H 0.31950 1.53186 3.39204
*
```

Results
**Orbital gap**: 8.68 eV
**Energy above the lowest of the compared OMol25 structures with the same formula, charge and spin**: 58.0 kJ/mol
**LUMO**: 0.92 eV
**SMILES string**: CCN(CC)CCOc1ccc(Cc2ccccc2)cc1
**E**: -868.973923 Eh

Results of the Mulliken charge analysis, in e, for atoms 1 through 8: -1.306, -0.905, 0.664, -0.852, -1.217, -0.895, -0.771, -0.455

=====

Molecular formula: C19H26AlF4N2O4
Method: DFT, wB97M-V/def2-TZVPD

ORCA input file:
```
! wB97M-V def2-TZVPD RIJCOSX def2/J DEFGRID3
* xyz -1 1
C -2.87963 -0.31310 5.32493
O -2.15276 0.78982 4.61230
C -0.77880 0.27956 4.48699
C -0.15644 0.31664 2.97092
C 1.48470 0.59882 2.83690
C 2.29216 0.62491 1.40242
C 1.42918 0.37784 0.03064
C -0.18673 0.10940 0.09420
C -0.97440 0.09029 1.56829
C -2.59413 -0.16257 1.56841
C -3.43013 1.19473 1.08313
O -2.57299 2.23397 0.49149
C -4.23316 1.92766 2.34464
N -3.45255 3.06261 2.97100
C 2.28084 0.37378 -1.39509
O 1.71026 0.78784 -2.52970
C 3.83446 -0.22280 -1.27992
C 4.59378 -1.08142 -2.45195
C 3.62865 -1.58057 -3.68281
C 2.41775 -2.60257 -3.23207
C 1.61214 -3.07605 -4.61686
N 0.14458 -3.40811 -4.29106
C 4.63620 0.02731 -0.01650
C 3.93419 0.85731 1.25413
O 4.60927 1.62507 2.11407
H -2.70855 -1.35016 4.75932
H -4.06076 -0.14271 5.31230
H -2.54853 -0.43523 6.44059
H -0.09655 1.00659 5.14374
H -0.60552 -0.79635 4.91301
H 2.13248 0.79413 3.80665
H -0.87257 -0.09420 -0.85546
H -2.80459 -0.96933 0.71387
H -3.01558 -0.63578 2.55676
H -4.19951 0.84300 0.24413
H -3.04072 2.76009 -0.22120
H -4.57620 1.12961 3.13397
H -5.21085 2.42334 1.87154
H -3.62048 3.97496 2.46061
H -2.42930 2.86952 3.03664
H 5.06782 -2.04398 -1.92936
H 5.52605 -0.48898 -2.90350
H 3.18991 -0.61002 -4.18552
H 4.30366 -2.11648 -4.48737
H 1.58718 -2.05679 -2.57773
H 2.80698 -3.52611 -2.60533
H 2.16929 -3.98250 -5.10472
H 1.56843 -2.11118 -5.29137
H 0.11245 -4.46102 -4.39255
H -0.42951 -3.06814 -5.11568
H 5.74162 -0.32647 0.13879
F -1.42716 0.52886 -2.55957
Al -1.83662 2.11672 -3.30409
F -0.51784 3.29592 -2.96675
F -3.38052 2.72690 -2.60593
F -2.02098 1.91541 -5.08431
*
```

Results
**Orbital gap**: 7.08 eV
**LUMO**: 0.93 eV
**E**: -1791.750269 Eh

Results of the Mulliken charge analysis, in e, for atoms 1 through 8: -0.731, -0.207, -0.564, 0.648, -0.999, 0.151, 0.344, -0.305

=====

Molecular formula: C19H26AsBrN6O3SZn
Method: DFT, wB97M-V/def2-TZVPD

ORCA input file:
```
! wB97M-V def2-TZVPD RIJCOSX def2/J DEFGRID3
* xyz 0 1
Zn -0.26019 0.58466 0.19028
N -0.04688 1.55065 3.76990
C -0.49098 0.46703 3.08667
O 0.18884 0.11553 2.05183
C -1.62541 -0.21722 3.51992
C -2.08539 -1.34528 2.78822
N -2.40838 -2.27644 2.18688
C -2.33162 0.24094 4.66795
N -2.86937 0.68378 5.58985
H 0.88718 1.85645 3.56884
H -0.43021 1.74783 4.68047
C 0.30632 4.79606 1.66751
C -0.39000 4.57302 0.32639
As 0.22561 2.95222 -0.56121
C -0.74399 3.00739 -2.26700
C -1.20557 4.37340 -2.76795
C 2.06231 3.36337 -1.08352
C 2.32840 4.76844 -1.61383
H 0.00325 5.75040 2.10140
H 1.39348 4.81317 1.55315
H 0.04656 4.00590 2.37032
H -0.23498 5.41535 -0.34433
H -1.46306 4.43798 0.46422
H -1.60670 2.35662 -2.12573
H -0.09449 2.52152 -2.99673
H -1.86377 4.85913 -2.04874
H -1.76470 4.25604 -3.69782
H -0.37002 5.04391 -2.96610
H 2.31814 2.60916 -1.82884
H 2.68581 3.15316 -0.21462
H 1.73636 4.97900 -2.50474
H 3.38042 4.87408 -1.88250
H 2.09664 5.52976 -0.86689
S 1.63879 -0.40767 -1.05905
C 1.52386 -1.94603 -0.35282
N 0.88926 -2.27047 0.76808
C 1.04019 -3.68294 1.11716
C 1.66737 -4.26528 -0.15987
N 2.09393 -3.05303 -0.86697
H 0.48678 -1.57833 1.39363
H 0.07785 -4.12934 1.35060
H 1.69675 -3.79080 1.97892
H 0.93840 -4.82165 -0.74719
H 2.51264 -4.91251 0.05538
H 2.43016 -3.05803 -1.81136
Br -7.80286 1.11634 0.20332
C -6.31942 0.02370 -0.22423
C -6.52904 -1.24592 -0.73776
N -5.52585 -2.06294 -1.05912
C -4.28200 -1.62266 -0.87856
C -3.99048 -0.35895 -0.38027
C -5.03304 0.48333 -0.03454
C -2.57880 0.07841 -0.19451
O -2.32861 1.19915 0.33912
O -1.62988 -0.67715 -0.58903
H -7.53608 -1.61772 -0.89262
H -3.47423 -2.29800 -1.13221
H -4.82835 1.46158 0.37832
*
```

Results
**Orbital gap**: 8.36 eV
**LUMO**: 0.23 eV
**E**: -8281.288675 Eh

Results of the Mulliken charge analysis, in e, for atoms 1 through 8: 1.668, -0.414, 0.919, -1.410, 0.559, 0.109, -0.638, -0.458

=====

Molecular formula: C19H26BClF3LiMgN2O8S
Method: DFT, wB97M-V/def2-TZVPD

ORCA input file:
```
! wB97M-V def2-TZVPD RIJCOSX def2/J DEFGRID3
* xyz 0 1
C 5.64644 -2.40427 0.09969
C 6.51651 -1.44468 -0.67022
O 7.38246 -1.76866 -1.42986
O 6.21375 -0.12348 -0.41421
C 5.54583 0.49823 -1.52924
C 4.07033 0.68452 -1.27987
C 3.16650 -0.29461 -1.78630
C 1.81422 -0.19454 -1.63832
C 0.88418 -1.24329 -2.19192
C 0.92445 -2.49399 -1.27502
C 0.61943 -3.78466 -2.02980
C 0.04106 -2.26687 -0.03119
C 1.31356 0.93919 -0.95013
N 0.01953 1.24509 -0.72496
S 0.03692 2.59904 0.11082
N 1.60993 2.92038 0.24593
C 2.21467 1.89919 -0.41413
C 3.60948 1.76225 -0.58541
H 5.79974 -2.19018 1.15675
H 4.61270 -2.16324 -0.14754
H 5.91418 -3.42048 -0.16270
H 6.01840 1.46687 -1.67917
H 5.66250 -0.09679 -2.43476
H 3.52826 -1.16934 -2.31630
H 1.17342 -1.49759 -3.21265
H -0.13094 -0.84688 -2.21072
H 1.95944 -2.55467 -0.92741
H -0.40505 -3.81031 -2.39983
H 1.32160 -3.87736 -2.85992
H 0.79989 -4.62326 -1.35741
H 0.65626 -1.92239 0.80080
H -0.71882 -1.50672 -0.20067
H -0.41271 -3.20288 0.29269
H 4.29077 2.49904 -0.18306
Li 0.60978 4.56228 -1.35771
B 0.35319 3.14931 5.70386
O -1.20211 3.17528 5.89530
C -1.70239 3.38425 4.77199
O -2.92795 3.45841 4.50018
C -0.66267 3.54573 3.68716
O -0.98432 3.77410 2.55999
O 0.51845 3.40081 4.23218
F 0.82179 1.92443 6.06478
F 0.90266 4.15301 6.44818
C -3.47360 0.30431 -0.79784
O -4.72986 0.55724 -1.41866
C -5.13984 -0.47010 -2.30167
C -6.05417 -1.48280 -1.63843
O -5.42043 -2.17921 -0.58240
C -5.64736 -1.60924 0.69672
H -3.41113 0.91733 0.12673
H -3.35474 -0.74385 -0.52626
H -2.65490 0.59827 -1.46469
H -4.26836 -0.96818 -2.74017
H -5.69398 0.01611 -3.11160
H -6.33465 -2.23130 -2.38641
H -6.97322 -1.00123 -1.28642
H -6.61145 -1.94704 1.09553
H -5.63270 -0.51883 0.66762
H -4.85018 -1.94552 1.35684
Mg -4.30774 4.55126 4.01543
Cl -2.28342 0.35954 1.85083
F -0.58357 5.65296 0.27493
*
```

Results
**Orbital gap**: 2.51 eV
**LUMO**: -5.25 eV
**E**: -2841.536600 Eh

Results of the Mulliken charge analysis, in e, for atoms 1 through 8: -0.380, 0.662, -0.538, -0.330, -1.420, 0.572, -0.172, 0.113

=====

> Look up the orbital gap of the first one.

8.68 eV

=====

> E of number 4 (C19H26BClF3LiMgN2O8S)?

-2841.536600 Eh